Entry 1:
A molecular structure, C30H40F5N4O2SbTi, computed with ωB97M-V/def2-TZVPD.

```
83
Properties=species:S:1:pos:R:3:lowdin_charge:R:1
Ti 0.400 -0.225 -0.282 0.8465
C 2.552 1.226 1.593 -0.0705
N 1.921 -0.069 1.365 -0.2715
C 2.955 -1.056 1.004 -0.0529
C 1.274 -0.632 2.536 -0.2725
C 1.732 -0.465 3.830 -0.0424
C 1.236 -1.258 4.857 -0.1080
C 0.329 -2.262 4.567 -0.0870
C -0.168 -2.416 3.289 -0.0212
C 0.246 -1.566 2.253 -0.2658
N -0.208 -1.587 0.965 -0.0593
C -1.479 -1.952 0.622 -0.2233
C -2.564 -2.133 1.497 -0.0332
C -3.792 -2.548 1.026 -0.0860
C -3.986 -2.817 -0.318 -0.0887
C -2.955 -2.556 -1.210 -0.0256
C -1.737 -2.080 -0.763 -0.2001
N -0.653 -1.694 -1.641 -0.2530
C -1.137 -1.143 -2.906 -0.0602
C 0.173 -2.870 -1.924 -0.0518
H 3.396 1.159 2.291 0.0953
H 2.933 1.609 0.644 0.0881
H 1.818 1.932 1.988 0.0666
H 3.586 -1.287 1.874 0.1106
H 2.477 -1.979 0.661 0.0978
H 3.594 -0.670 0.210 0.0883
H 2.471 0.285 4.067 0.1103
H 1.588 -1.113 5.867 0.1020
H 0.003 -2.940 5.342 0.1035
H -0.852 -3.224 3.071 0.1117
H -2.449 -1.896 2.545 0.1011
H -4.605 -2.673 1.723 0.1031
H -4.931 -3.200 -0.675 0.0980
H -3.129 -2.716 -2.264 0.1110
H -1.472 -1.927 -3.597 0.0977
H -1.979 -0.478 -2.713 0.0869
H -0.328 -0.580 -3.380 0.0989
H -0.443 -3.700 -2.299 0.1056
H 0.910 -2.625 -2.686 0.0837
H 0.682 -3.189 -1.011 0.0953
F 1.330 2.265 -1.169 0.0189
C 2.050 1.372 -1.943 -0.2231
C 1.930 0.022 -1.588 -0.1033
C 2.841 -0.796 -2.276 -0.2249
F 2.922 -2.108 -1.889 0.0340
C 3.708 -0.360 -3.261 -0.1376
F 4.552 -1.213 -3.876 0.1024
C 3.723 0.993 -3.615 -0.1207
F 4.565 1.452 -4.562 0.1062
C 2.885 1.874 -2.921 -0.1415
F 2.922 3.193 -3.194 0.1009
C -1.297 1.488 5.098 -0.1938
C -0.966 2.534 4.058 -0.4328
Sb -1.100 1.709 2.021 1.5466
C -1.106 3.698 1.037 -0.3991
C -1.223 4.918 1.936 -0.1948
C -3.290 1.456 2.065 -0.4004
C -4.060 2.649 2.597 -0.1844
H -1.221 1.907 6.101 0.0685
H -0.612 0.647 5.023 0.0358
H -2.310 1.119 4.958 0.0575
H 0.050 2.901 4.205 0.0432
H -1.634 3.384 4.148 0.0273
H -1.946 3.668 0.342 0.0393
H -0.187 3.751 0.450 0.0338
H -2.160 4.912 2.489 0.0483
H -1.196 5.825 1.330 0.0678
H -0.405 4.969 2.651 0.0601
H -3.497 0.565 2.659 0.0336
H -3.582 1.245 1.038 0.0263
H -3.807 2.854 3.635 0.0552
H -5.134 2.467 2.547 0.0688
H -3.842 3.536 2.006 0.0511
N -2.516 2.788 -3.414 0.0043
C -1.335 2.643 -2.563 -0.1824
C -1.648 1.626 -1.484 -0.5159
O -2.975 1.413 -1.225 0.0388
O -0.801 0.952 -0.848 -0.2337
H -2.447 3.623 -3.987 0.0825
H -3.474 1.964 -1.854 0.0925
H -2.586 1.993 -4.042 0.0848
H -1.115 3.619 -2.115 0.1164
H -0.428 2.325 -3.099 0.1141
```

- <S²> = 2.016
- Kohn-Sham gap (spin up / spin down) (eV) = 5.64 / 7.54
- F_max (eV/Å) = 3.4
- electronic energy (eV) = -85052.80989
- spin multiplicity = 3
- E_LUMO (spin up / spin down) (eV) = 0.3 / 0.3
- HOMO energy (spin up / spin down) (eV) = -5.30 / -7.21

Entry 2:
A molecular structure, C30H41AsCl3GeN2OOsSSi, computed with ωB97M-V/def2-TZVPD.

```
82
Properties=species:S:1:pos:R:3:lowdin_charge:R:1
Os -0.425 0.220 -0.242 0.7573
C -1.706 -3.116 5.078 -0.0514
C -2.072 -1.741 4.545 -0.1848
N -0.939 -1.113 3.838 -0.0987
C -0.013 -0.336 4.679 -0.2156
C -0.387 1.134 4.743 -0.0618
C -0.750 -1.328 2.554 -0.6645
S 0.644 -0.597 1.766 0.6166
N -1.557 -2.207 1.944 0.1428
C -1.749 -2.345 0.668 -0.3940
O -1.518 -1.435 -0.246 -0.3204
C -2.306 -3.616 0.176 -0.1434
C -2.030 -4.040 -1.124 -0.0336
C -2.514 -5.256 -1.573 -0.0509
C -3.289 -6.044 -0.732 -0.0450
C -3.564 -5.627 0.564 -0.0451
C -3.065 -4.421 1.024 -0.0074
H -2.548 -3.533 5.628 0.0896
H -0.856 -3.064 5.759 0.0818
H -1.457 -3.791 4.260 0.0736
H -2.338 -1.063 5.356 0.1276
H -2.918 -1.795 3.864 0.1094
H 1.001 -0.469 4.310 0.0900
H -0.054 -0.789 5.669 0.1284
H -0.295 1.598 3.760 0.0451
H 0.282 1.655 5.427 0.0940
H -1.407 1.267 5.109 0.0822
H -1.411 -3.431 -1.770 0.0905
H -2.289 -5.591 -2.577 0.1143
H -3.677 -6.990 -1.087 0.1180
H -4.167 -6.244 1.215 0.1174
H -3.267 -4.089 2.033 0.1122
Cl 4.315 -0.661 -3.032 0.2716
Ge 3.081 -0.913 -1.328 0.3125
Cl 1.098 1.849 -0.460 0.0165
Cl 4.194 -1.661 0.325 0.2295
C -4.261 0.215 -4.662 -0.0538
C -3.267 1.164 -4.854 -0.0629
C -2.022 0.987 -4.268 -0.1146
C -1.754 -0.144 -3.482 -0.3558
C -2.772 -1.085 -3.293 -0.1009
C -4.012 -0.911 -3.885 -0.0607
Si -0.094 -0.198 -2.667 0.5562
C 0.923 -1.793 -2.885 -0.3686
C 1.291 -2.207 -4.155 -0.0702
C 2.191 -3.257 -4.337 -0.0045
C 2.753 -3.929 -3.252 -0.0320
C 2.405 -3.557 -1.971 -0.0959
C 1.513 -2.473 -1.773 -0.3667
H -5.231 0.348 -5.125 0.1169
H -3.456 2.035 -5.466 0.1162
H -1.251 1.732 -4.431 0.0982
H -2.607 -1.957 -2.675 0.0747
H -4.788 -1.652 -3.741 0.1153
H 0.746 0.852 -3.281 -0.0033
H 0.888 -1.707 -5.028 0.1267
H 2.464 -3.552 -5.343 0.1323
H 3.445 -4.744 -3.415 0.1315
H 2.803 -4.081 -1.111 0.1238
H 1.078 -2.338 -0.781 0.0653
C -1.166 3.809 1.860 -0.1605
C -2.029 3.584 0.624 -0.4054
As -2.485 1.708 0.399 1.1495
C -3.332 1.170 2.068 -0.4037
C -4.556 2.006 2.426 -0.1299
C -3.897 1.586 -0.948 -0.3812
C -4.627 2.898 -1.217 -0.1410
H -0.879 4.858 1.929 0.0885
H -0.249 3.218 1.826 0.0363
H -1.705 3.558 2.775 0.0649
H -1.514 3.892 -0.287 0.0715
H -2.963 4.144 0.681 0.0722
H -2.564 1.227 2.840 0.0395
H -3.590 0.115 1.944 0.0660
H -4.304 3.061 2.539 0.0741
H -4.979 1.667 3.371 0.0842
H -5.337 1.920 1.669 0.0694
H -4.577 0.812 -0.584 0.0822
H -3.436 1.203 -1.858 0.0263
H -5.103 3.300 -0.323 0.0662
H -5.407 2.732 -1.960 0.0835
H -3.953 3.657 -1.615 0.0757
```

- <S²> = 8.774
- Kohn-Sham gap (spin up / spin down) (eV) = 6.56 / 5.66
- F_max (eV/Å) = 0.3
- charge = +2
- electronic energy (eV) = -212892.70976
- spin multiplicity = 6
- energy relative to the best compared isomer or geometry (same formula, charge and spin) (kcal per mole) = 0.00
- E_LUMO (spin up / spin down) (eV) = -6.3 / -8.4
- HOMO energy (spin up / spin down) (eV) = -12.87 / -14.10

Entry 3:
A molecular structure, C30H41AuN3O3, computed with ωB97M-V/def2-TZVPD.

```
78
Properties=species:S:1:pos:R:3:lowdin_charge:R:1
C 0.625 1.530 -8.454 0.0699
C 1.769 1.213 -9.110 -0.3154
H -0.068 2.233 -8.918 0.0728
H 0.392 1.080 -7.508 -0.0025
C 2.771 0.344 -8.535 -0.3157
C 2.665 -0.202 -7.290 0.0656
H 1.858 0.035 -6.599 0.0110
H 3.453 -0.884 -6.964 0.0650
C 1.963 1.815 -10.485 -0.0630
H 1.087 2.430 -10.713 0.0736
H 2.049 1.051 -11.268 0.0875
H 2.848 2.464 -10.538 0.0871
C 3.990 0.010 -9.368 -0.0638
H 4.540 0.913 -9.664 0.0866
H 3.729 -0.537 -10.286 0.0885
H 4.662 -0.624 -8.782 0.0733
Au 0.094 0.091 -0.337 0.8447
O 0.193 0.043 -2.458 -0.1106
C 0.221 -0.901 -3.308 -0.3372
O 1.077 -2.174 -0.807 0.0411
C 0.499 -2.767 -1.720 -0.4646
O 0.205 -4.068 -1.670 0.0808
N 0.089 -2.233 -2.951 0.0774
C -0.338 -4.493 -2.959 -0.0842
C -0.316 -3.303 -3.878 -0.0868
H -1.357 -4.856 -2.785 0.1368
H 0.293 -5.306 -3.327 0.1379
H -1.301 -3.109 -4.315 0.1435
H 0.432 -3.430 -4.674 0.1346
C 0.278 -0.552 -4.708 -0.0601
C 0.024 0.717 -5.091 0.1237
H 0.472 -1.369 -5.404 0.1069
H -0.093 1.494 -4.339 0.0992
H -0.169 0.947 -6.128 0.0385
C -6.220 -0.973 3.331 -0.0644
C -4.887 -0.548 3.946 -0.5663
C -5.066 0.808 4.644 -0.0388
C -4.477 -1.595 4.991 -0.0436
C -3.788 -0.420 2.885 -0.1384
C -4.014 -0.550 1.509 0.0159
C -2.934 -0.417 0.632 -0.0983
N -1.697 -0.133 1.063 -0.0112
C -1.447 -0.004 2.382 -0.1921
C -2.489 -0.135 3.315 0.0576
C -0.060 0.263 2.731 -0.1791
C 0.426 0.407 4.045 0.0696
C 1.768 0.717 4.264 -0.1305
C 2.604 0.867 3.146 0.0095
C 2.090 0.654 1.875 -0.0865
N 0.785 0.373 1.677 -0.0344
C 2.358 0.932 5.666 -0.5648
C 3.610 0.064 5.845 -0.0448
C 2.754 2.408 5.821 -0.0399
C 1.366 0.580 6.777 -0.0633
H -6.972 -1.065 4.121 0.0927
H -6.128 -1.947 2.838 0.0927
H -6.577 -0.232 2.608 0.0884
H -5.873 0.749 5.386 0.0942
H -4.149 1.118 5.158 0.0829
H -5.329 1.581 3.911 0.0959
H -4.312 -2.568 4.511 0.0965
H -3.562 -1.313 5.522 0.0778
H -5.276 -1.713 5.732 0.0939
H -5.001 -0.758 1.093 0.1122
H -3.055 -0.543 -0.447 0.1112
H -2.245 -0.025 4.371 0.1088
H -0.278 0.258 4.863 0.1044
H 3.659 1.128 3.244 0.1204
H 2.706 0.703 0.979 0.1130
H 4.392 0.318 5.123 0.0786
H 4.015 0.208 6.852 0.0932
H 3.356 -0.996 5.731 0.0965
H 1.876 3.053 5.699 0.0948
H 3.165 2.582 6.823 0.0939
H 3.512 2.702 5.085 0.0856
H 0.483 1.227 6.741 0.0872
H 1.060 -0.470 6.712 0.0932
H 1.851 0.729 7.749 0.0935
```

- Kohn-Sham gap (eV) = 7.06
- F_max (eV/Å) = 3.2
- charge = +1
- electronic energy (eV) = -46073.81613
- energy relative to the best compared isomer or geometry (same formula, charge and spin) (kcal per mole) = 0.00
- E_LUMO (eV) = -3.2
- HOMO energy (eV) = -10.27

Entry 4:
A molecular structure, C30H41Br2N6NdS, computed with ωB97M-V/def2-TZVPD.

```
81
Properties=species:S:1:pos:R:3:lowdin_charge:R:1
Nd 0.626 0.283 0.036 1.7741
C 0.219 -2.317 -0.619 -0.1169
C 0.242 -2.195 0.819 -0.2261
C -1.064 -1.558 1.101 -0.2339
C -1.686 -1.184 -0.111 -0.1047
C -0.916 -1.662 -1.191 -0.2835
C -1.451 -1.778 -2.605 -0.5494
C -2.753 -0.948 -2.795 -0.0348
C -0.441 -1.305 -3.605 -0.0418
C -1.865 -3.264 -2.832 -0.0157
C -1.607 -1.201 2.440 -0.5261
C -2.942 -0.586 2.343 -0.0809
C -0.658 -0.022 2.973 -0.0532
C -1.773 -2.355 3.458 0.0075
C 1.369 -2.972 1.589 -0.5391
C 1.676 -2.490 2.958 -0.0713
C 2.693 -2.788 0.783 -0.0357
C 0.937 -4.451 1.726 -0.0252
H 0.942 -3.011 -1.135 0.1376
H -2.624 -0.640 -0.179 0.1111
H -2.575 0.120 -2.562 0.0629
H -3.612 -1.259 -2.185 0.1004
H -3.042 -0.995 -3.814 0.0808
H -0.494 -0.157 -3.585 0.0888
H -0.693 -1.610 -4.649 0.1132
H 0.557 -1.651 -3.364 0.0752
H -2.641 -3.607 -2.159 0.0884
H -0.972 -3.885 -2.730 0.0889
H -2.367 -3.347 -3.818 0.1015
H -2.873 0.399 1.895 0.0652
H -3.311 -0.329 3.316 0.1011
H -3.719 -1.083 1.809 0.1006
H -0.783 0.904 2.456 0.0236
H 0.411 -0.258 3.055 0.0518
H -0.814 0.217 4.059 0.1196
H -2.736 -2.803 3.056 0.1265
H -1.974 -1.896 4.442 0.1066
H -0.971 -3.020 3.478 0.0270
H 2.136 -1.501 2.886 0.0685
H 2.378 -3.189 3.503 0.1294
H 0.784 -2.472 3.549 0.0567
H 2.918 -1.732 0.638 0.0138
H 2.530 -3.233 -0.184 0.0651
H 3.454 -3.303 1.289 0.0848
H -0.027 -4.618 2.313 0.1064
H 1.629 -5.077 2.261 0.0784
H 0.781 -4.921 0.699 0.1117
C 1.142 4.973 3.655 0.0304
C 2.124 3.879 3.275 -0.2872
N 3.182 3.525 3.907 0.1526
N 3.713 2.457 3.254 0.0675
C 3.009 2.149 2.189 -0.7669
S 3.436 0.962 1.040 0.5929
N 1.939 2.990 2.222 -0.0825
N 0.878 2.911 1.299 0.0683
H 1.241 5.291 4.709 0.1115
H 0.135 4.534 3.625 0.0822
H 1.281 5.777 2.957 0.0865
H 4.631 2.110 3.439 0.1691
H 0.063 3.228 1.758 0.0757
H 1.113 3.516 0.467 0.1456
Br 3.258 2.738 -6.154 0.8947
C 2.526 2.074 -4.588 -0.6552
C 3.136 1.050 -3.859 -0.0619
C 2.498 0.582 -2.731 -0.1466
N 1.353 1.058 -2.287 -0.0450
C 0.765 2.049 -2.978 -0.2474
C 1.291 2.591 -4.099 -0.0302
C -0.643 2.268 -2.458 -0.1792
C -1.639 2.740 -3.342 -0.0330
C -2.886 3.053 -2.798 -0.6479
Br -4.320 3.687 -3.852 0.8609
C -3.075 2.852 -1.418 -0.0743
C -2.102 2.232 -0.648 -0.1315
N -0.863 1.966 -1.116 -0.0391
H 4.013 0.492 -4.265 0.1425
H 2.978 -0.280 -2.283 0.1247
H 0.617 3.185 -4.753 0.1287
H -1.368 2.918 -4.435 0.1463
H -4.001 3.128 -0.925 0.1206
H -2.323 2.064 0.386 0.0987
```

- <S²> = 3.756
- Kohn-Sham gap (spin up / spin down) (eV) = 7.12 / 7.11
- F_max (eV/Å) = 3.0
- charge = +2
- electronic energy (eV) = -206900.12710
- spin multiplicity = 4
- energy relative to the best compared isomer or geometry (same formula, charge and spin) (kcal per mole) = 25.57
- E_LUMO (spin up / spin down) (eV) = -6.3 / -6.2
- HOMO energy (spin up / spin down) (eV) = -13.39 / -13.35

Q: What is the formula in the first record?
A: C30H40F5N4O2SbTi